62
Properties=species:S:1:pos:R:3 method="wB97M-V/def2-TZVPD" spin_multiplicity=5 homo_ev="-6.516 / -7.187" orbital_gap_ev="6.28 / 4.80" lumo_ev="-0.240 / -2.389" relative_energy_ev=1.430 s_squared=6.026
Pt -0.083 0.118 1.247
Te 1.760 1.688 2.534
Te -0.424 -1.537 4.877
Te 2.738 0.245 4.533
Te -1.991 -0.146 3.218
Cl 1.512 -1.932 2.213
N -2.314 1.359 -0.095
N -1.039 -1.722 -0.018
N -1.249 1.964 0.446
N 0.430 0.330 -0.952
N -0.666 0.444 -1.709
N -2.138 -1.157 -0.543
C -0.493 -5.326 0.704
C -3.391 2.144 0.049
C 3.690 1.689 -1.459
C -1.246 5.566 1.430
C -1.626 3.156 0.900
C -0.298 0.718 -2.966
C 1.079 0.786 -3.018
C -2.454 -3.337 -0.620
C 3.575 -0.827 -1.618
C -0.058 -3.997 0.099
C 0.513 -2.791 3.374
C 0.560 4.175 0.384
C 0.548 -4.202 -1.293
C 2.878 0.441 -1.129
C -1.193 -3.042 -0.081
C -0.628 4.172 1.358
C -3.000 3.302 0.685
C 1.501 0.529 -1.707
C -3.013 -2.112 -0.896
B -2.089 0.250 -1.142
H 3.675 -0.811 -2.702
H 1.454 -4.800 -1.238
H 0.312 4.738 -0.515
H 0.806 3.158 0.079
H -2.041 5.612 2.170
H 3.152 2.582 -1.148
H -3.962 -1.863 -1.326
H -3.621 4.132 0.947
H 1.149 -3.504 3.883
H 4.565 -0.902 -1.176
H 0.793 -3.238 -1.735
H -2.901 0.347 -2.003
H 0.378 -5.951 0.886
H 3.875 1.753 -2.528
H 3.002 -1.706 -1.331
H -1.025 0.856 -3.741
H -0.481 6.293 1.696
H 0.709 -3.544 0.724
H -4.355 1.839 -0.303
H -1.647 5.843 0.456
H 1.433 4.633 0.843
H 1.682 0.999 -3.877
H -0.166 -4.707 -1.939
H -1.017 -5.175 1.646
H 4.645 1.664 -0.942
H -2.882 -4.303 -0.801
H -0.262 -3.307 2.819
H -1.154 -5.855 0.024
H 2.768 0.372 -0.036
H -0.274 3.898 2.361

***

141
Properties=species:S:1:pos:R:3 method="wB97M-V/def2-TZVPD" homo_ev=-8.873 orbital_gap_ev=9.13 lumo_ev=0.261 relative_energy_ev=10.914
O -3.457 -9.130 0.178
O 7.872 0.072 -6.283
O -7.340 -3.332 4.750
O 0.361 -1.651 1.196
O 6.528 -2.219 7.444
O -7.054 4.573 -4.055
O 0.680 7.408 -3.321
O 4.133 -8.897 -0.642
O -5.082 -7.944 -7.125
O 0.448 8.335 5.980
O -2.631 -2.897 8.965
O 5.978 3.623 4.052
N -4.307 -11.135 -0.473
N -2.110 -1.839 10.877
N 7.353 5.199 3.296
N 5.613 -1.682 -3.874
N -0.590 10.755 -4.009
N 5.857 -9.452 0.593
N -0.342 -3.745 1.524
N 5.978 -7.550 -0.431
N -1.146 -2.149 2.791
N -3.628 -0.978 9.600
N 5.179 -3.923 8.021
N -4.881 -5.070 -6.451
N -0.547 4.894 6.384
N -6.689 -5.409 4.378
N -3.612 3.170 -3.437
N -6.799 -4.171 2.655
N 4.359 -2.103 7.100
N 6.550 3.751 1.940
N -2.326 -10.935 -0.270
C -2.779 -1.974 9.733
C 6.687 -0.595 -5.829
C -3.359 -10.310 -0.174
C -4.148 -7.366 -6.163
C 0.505 8.785 -3.050
C 5.390 -2.677 7.580
C -7.720 5.217 -5.110
C 0.616 6.932 5.844
C -6.916 -4.186 3.967
C 5.305 -8.619 -0.195
C 7.933 1.439 -5.864
C 0.266 9.169 -5.475
C -0.420 6.380 8.334
C -5.469 -9.290 -6.870
C -0.499 6.319 6.792
C -4.980 3.586 -3.190
C 1.646 6.805 -2.389
C 1.467 9.031 5.280
C -3.724 -5.904 -6.580
C 6.622 4.132 3.196
C 6.657 -0.737 -4.258
C -0.352 -2.434 1.751
C -5.685 4.430 -4.381
C 7.842 -1.374 -3.620
C -2.502 -5.344 -5.800
C -0.398 9.302 -4.160
C -4.930 4.340 -1.892
H -0.017 7.319 8.713
H -2.810 -5.101 -4.783
H -4.849 -4.299 -7.103
H 7.884 -1.267 -2.536
H -7.328 6.227 -5.227
H 1.555 6.550 6.242
H -6.335 -6.046 3.678
H 2.142 7.403 -1.625
H 4.701 -1.468 -4.250
H -0.346 11.160 -4.902
H 7.051 1.985 -6.200
H 7.949 -2.449 -3.762
H -1.757 -2.772 11.033
H 1.133 5.975 -1.903
H -1.856 -6.221 -5.780
H -5.674 -5.622 -6.746
H -5.239 -10.747 -0.491
H 0.188 5.546 8.686
H 6.800 -1.623 -6.172
H -5.923 -9.512 -5.904
H -3.241 -7.958 -6.285
H -3.439 -6.039 -7.623
H 8.092 1.395 -4.787
H -1.704 -2.849 3.258
H -2.409 -11.855 -0.678
H 8.904 1.688 -6.292
H 2.332 9.157 5.931
H -1.144 -1.294 3.329
H -1.083 -4.424 1.626
H 6.538 0.245 -3.800
H -4.459 -7.388 -5.118
H 5.584 -6.948 -1.140
H -0.275 9.709 -6.252
H 5.747 -0.262 -6.268
H -1.400 8.876 -4.114
H 4.613 -1.325 6.508
H 6.860 -9.566 0.562
H -0.053 8.986 -2.135
H 5.903 3.000 1.745
H 1.383 9.420 -2.931
H 6.966 4.318 1.216
H 0.224 11.073 -3.503
H -1.450 6.754 6.486
H 4.277 -4.341 7.847
H -1.439 -10.457 -0.345
H -3.762 -0.498 10.478
H 0.350 4.508 6.124
H -6.173 -4.753 2.117
H -2.039 -4.510 -6.328
H -0.790 4.437 7.251
H 0.389 6.704 4.802
H -6.836 -3.328 2.100
H -3.082 2.999 -2.594
H -4.261 3.808 -1.215
H 1.620 8.657 4.268
H -8.767 5.119 -4.824
H 0.418 8.094 -5.567
H 3.409 -2.411 7.250
H 5.384 -1.541 -2.901
H 7.408 5.645 2.391
H 1.309 9.474 -5.566
H -4.030 -12.083 -0.682
H -4.426 5.280 -2.116
H -5.876 4.531 -1.385
H 5.936 -4.484 8.384
H -2.296 -1.122 11.563
H -6.811 -5.701 5.337
H 8.773 -0.908 -3.941
H -1.453 6.253 8.657
H 0.486 -4.127 1.089
H -4.613 -9.954 -6.748
H 6.918 -7.626 -0.070
H -5.677 3.828 -5.289
H -6.089 -9.601 -7.711
H 1.050 10.027 5.132
H -3.001 3.849 -3.867
H 7.324 5.648 4.200
H -5.234 5.403 -4.577
H 2.451 6.472 -3.045
H -7.560 4.703 -6.058
H -4.175 -0.781 8.774
H 5.301 -10.290 0.500
H -5.573 2.701 -2.962

***

8
Properties=species:S:1:pos:R:3 method="wB97M-V/def2-TZVPD" homo_ev="-10.719 / -9.518" orbital_gap_ev="8.43 / 5.83" lumo_ev="-2.290 / -3.690" relative_energy_ev=2.200
I 2.516 -1.220 -3.670
S -1.233 0.076 1.330
O -2.184 0.924 0.694
O -0.485 0.661 2.453
C 0.239 -0.172 -0.101
H 0.888 -0.774 0.441
H 0.397 0.833 -0.072
H -0.138 -0.328 -1.075

***

52
Properties=species:S:1:pos:R:3 method="wB97M-V/def2-TZVPD" spin_multiplicity=6 homo_ev="-2.594 / -2.955" orbital_gap_ev="7.02 / 7.18" lumo_ev="4.429 / 4.223" relative_energy_ev=0.130 charge=-2 s_squared=8.817
Mn 1.581 -2.027 0.053
Cl 1.692 -5.511 1.822
Cl 3.067 -3.075 3.573
Cl 4.694 -4.366 0.993
S -3.663 2.311 -2.560
S -0.288 0.237 -1.542
Si 2.746 -3.671 1.541
O -4.402 1.924 -3.738
O 3.660 1.558 1.429
O -4.403 2.999 -1.530
O 0.561 -3.304 -0.871
O 2.158 -0.412 1.027
O 2.982 -2.647 -2.257
O 2.870 -1.783 -1.290
N -2.807 1.082 -1.956
N 0.032 -1.697 1.281
N 0.215 -0.671 2.240
C -2.445 -5.187 -1.459
C 2.485 3.268 4.387
C -2.243 4.539 -3.651
C 1.340 -0.090 1.993
C 1.023 1.426 3.961
C -2.848 -3.716 0.370
C 1.755 1.074 2.831
C 2.878 1.833 2.487
C -1.536 -3.238 0.286
C -0.665 -3.723 -0.707
C -2.279 3.298 -3.042
C 0.168 4.394 -3.552
C -1.147 2.605 -2.696
C -1.131 -2.216 1.230
C 3.230 2.936 3.274
C 0.100 3.145 -2.943
C -1.156 -4.727 -1.570
C -1.495 1.265 -2.048
C -3.320 -4.684 -0.487
C 1.372 2.511 4.745
C -0.991 5.084 -3.905
H -3.500 -3.295 1.127
H 4.099 3.510 2.979
H 2.775 4.125 4.985
H 1.136 4.837 -3.754
H -1.866 -1.846 1.943
H -0.915 6.055 -4.382
H -2.792 -5.954 -2.144
H -3.154 5.061 -3.916
H -4.340 -5.035 -0.418
H 0.982 2.584 -2.658
H 0.160 0.820 4.202
H -0.478 -5.106 -2.323
H 0.787 2.766 5.619
H 3.314 0.735 1.022

***

104
Properties=species:S:1:pos:R:3 method="wB97M-V/def2-TZVPD" homo_ev=-8.371 orbital_gap_ev=8.69 lumo_ev=0.315
P -0.465 -2.051 1.560
F 0.580 2.282 0.184
O -3.922 -5.067 1.821
O 7.177 9.038 1.455
O 2.547 -4.883 -1.462
O -2.495 -0.348 1.003
O -1.928 1.848 -1.947
O 2.727 -3.245 4.564
O -5.373 0.386 -4.719
O 2.598 8.532 0.604
O 0.599 1.121 2.076
O -0.056 -2.782 -1.228
N -0.480 0.348 0.172
N 3.707 -3.448 2.528
N 0.038 -4.597 0.406
N -3.819 -0.164 -6.270
N 5.570 9.808 2.858
N 2.069 6.494 -0.227
N -5.882 -4.944 2.941
N -4.084 2.245 -1.383
N 3.327 -6.572 -2.751
C -7.324 -5.053 2.928
C 3.868 -7.913 -2.841
C 6.555 10.377 3.757
C -1.324 -2.913 3.965
C -3.523 -1.418 -5.595
C -3.104 0.179 -7.481
C 4.157 9.929 3.159
C 4.322 -4.711 2.888
C 0.254 1.213 0.945
C -3.648 2.589 -0.041
C 3.915 -2.900 1.203
C -1.318 -0.582 0.900
C -3.118 1.902 -2.245
C 1.787 7.641 0.406
C 3.121 -5.801 -3.968
C 3.005 -6.011 -1.579
C -0.924 -2.937 5.093
C -5.486 2.243 -1.743
C 2.942 -2.819 3.445
C -5.199 -4.596 4.177
C -4.753 0.641 -5.736
C -5.134 -5.152 1.840
C -1.775 -2.858 2.588
C 3.426 6.284 -0.704
C 6.002 9.172 1.751
C 1.072 5.463 -0.448
B -0.139 -3.230 0.072
H 0.120 5.782 -0.027
H 4.985 -4.588 3.745
H -2.751 -1.943 -6.151
H -3.277 -0.567 -8.259
H 6.039 10.848 4.591
H 4.976 -2.710 1.021
H 3.927 9.454 4.116
H -2.031 0.243 -7.292
H -0.515 -2.906 6.071
H 2.070 -5.532 -4.076
H 3.862 10.980 3.210
H -5.920 3.237 -1.617
H -7.657 -5.318 1.926
H 7.225 9.604 4.136
H 3.480 5.312 -1.189
H -4.628 -3.675 4.058
H 7.165 11.120 3.242
H 2.514 -1.876 3.069
H 0.402 -4.726 1.344
H -2.996 3.464 -0.075
H -4.415 -2.041 -5.536
H -7.789 -4.106 3.209
H 4.858 -7.901 -3.300
H 3.704 -4.881 -3.941
H 1.370 4.531 0.030
H 5.178 8.782 1.131
H -5.582 1.937 -2.783
H -1.065 0.864 -0.498
H 3.953 -8.338 -1.843
H 0.828 -2.870 -1.605
H 3.215 -8.553 -3.437
H 0.739 7.712 0.738
H -3.450 1.145 -7.843
H 4.895 -5.079 2.040
H 3.708 7.061 -1.415
H 3.563 -5.447 3.160
H 3.430 -6.401 -4.820
H -3.493 1.653 -3.248
H -5.730 -5.408 0.948
H -3.075 1.744 0.327
H 3.540 -3.578 0.433
H 3.375 -1.957 1.122
H -6.039 1.537 -1.121
H 3.191 -6.665 -0.713
H -4.501 -5.382 4.465
H 3.586 9.439 2.374
H -3.174 -1.235 -4.579
H -1.943 -3.864 2.212
H -4.499 2.787 0.605
H -5.939 -4.463 4.963
H -2.689 -2.276 2.498
H 0.938 5.284 -1.516
H -4.904 1.572 -6.308
H -7.663 -5.825 3.622
H 0.665 -5.036 -0.261
H 4.134 6.314 0.123

***

12
Properties=species:S:1:pos:R:3 method="wB97M-V/def2-TZVPD" homo_ev=-10.610 orbital_gap_ev=10.59 lumo_ev=-0.018 relative_energy_ev=1.726
O -0.077 2.695 0.157
O 0.241 1.188 -2.328
N -0.239 0.383 -0.190
N 1.993 -1.980 1.187
C -0.080 0.272 -1.592
C 1.020 -1.458 0.778
C -0.317 -0.878 0.448
C -0.197 1.568 0.592
H -0.321 1.376 1.648
H -0.838 -1.590 -0.180
H -0.209 -0.815 -1.862
H -0.977 -0.761 1.343

***

77
Properties=species:S:1:pos:R:3 method="wB97M-V/def2-TZVPD" spin_multiplicity=6 homo_ev="-4.952 / -4.953" orbital_gap_ev="6.98 / 6.98" lumo_ev="2.030 / 2.029" relative_energy_ev=0.000 charge=-1 s_squared=8.752
Br 0.672 10.115 14.565
Mn 8.047 8.657 13.112
P 7.940 6.630 10.616
P 9.325 9.247 10.101
O 9.457 7.043 8.573
O 7.046 7.274 11.687
O 9.192 5.897 11.321
O 9.070 6.931 14.038
O 7.622 10.067 14.735
O 7.194 5.551 9.715
O 10.772 8.802 10.287
O 8.368 11.519 16.325
O 9.172 10.411 8.982
O 6.228 7.761 14.413
O 11.205 4.267 16.335
O 5.680 9.681 12.697
O 10.397 5.182 14.242
O 8.524 9.776 11.272
N 10.139 9.659 13.879
N 3.833 6.998 17.695
N 5.696 6.463 16.505
C 6.719 5.016 18.289
C 12.505 9.894 14.177
C 8.529 10.750 15.378
C 4.601 6.213 18.526
C 10.990 11.165 15.521
C 6.544 4.562 19.579
C 9.832 6.269 16.242
C 2.761 8.378 15.308
C 9.391 7.374 16.936
C 11.395 9.422 13.442
C 12.292 10.778 15.210
C 4.379 5.697 19.792
C 10.596 5.287 18.354
C 5.006 8.314 14.434
C 9.931 10.529 14.855
C 2.414 9.379 14.426
C 10.262 6.438 19.021
C 8.417 7.731 9.309
C 4.513 7.155 16.514
C 4.652 9.300 13.517
C 5.381 4.862 20.342
C 5.779 5.904 17.775
C 3.365 9.810 13.502
C 5.793 11.064 12.346
C 9.620 7.456 18.308
C 9.722 6.138 14.778
C 7.250 8.036 8.444
C 4.086 7.953 15.399
C 10.582 5.219 16.938
H 9.320 8.417 18.744
H 7.076 7.139 7.837
H 2.978 7.502 17.990
H 6.293 7.079 15.177
H 7.393 8.902 7.747
H 5.255 4.444 21.352
H 11.131 4.531 18.889
H 10.702 11.896 16.319
H 10.308 7.342 9.026
H 10.831 4.616 15.065
H 7.591 4.708 17.673
H 6.258 8.177 8.948
H 13.507 9.571 13.924
H 8.914 8.206 16.416
H 6.363 11.609 13.128
H 3.021 10.549 12.754
H 7.297 3.961 20.066
H 13.111 11.174 15.801
H 10.475 6.601 20.097
H 3.516 5.925 20.438
H 4.849 11.519 12.088
H 1.985 7.921 15.946
H 6.438 10.994 11.475
H 7.044 4.691 10.172
H 11.460 8.944 12.466
H 10.079 10.516 8.589
H 9.285 6.098 12.271

***

15
Properties=species:S:1:pos:R:3 method="wB97M-V/def2-TZVPD" homo_ev=-14.365 orbital_gap_ev=10.22 lumo_ev=-4.141 relative_energy_ev=4.316 charge=+1
N -0.580 -0.556 0.206
N -2.881 -0.429 -0.098
C 0.576 -0.033 -0.109
C 1.313 0.511 -1.314
C 1.408 0.170 1.072
C -2.001 -1.289 0.085
H -3.877 -0.648 -0.075
H 0.950 0.190 -2.245
H 1.236 1.590 -1.339
H 2.346 -0.466 1.057
H 0.869 -0.191 1.838
H -2.692 0.602 -0.281
H 2.359 0.130 -1.268
H -0.730 -0.713 1.201
H 1.704 1.132 1.270